(1)
{"formula": "C14H39N6O12PSi", "method": "the ωB97M-V functional and the def2-TZVPD basis", "orbital_gap_ha": 0.276, "symbols": ["C", "C", "C", "C", "C", "C", "Si", "P", "C", "C", "H", "H", "H", "H", "H", "H", "H", "H", "H", "H", "H", "H", "H", "H", "H", "H", "H", "H", "H", "H", "H", "C", "N", "O", "O", "H", "H", "H", "C", "N", "O", "O", "H", "H", "H", "C", "N", "O", "O", "H", "H", "H", "C", "N", "O", "O", "H", "H", "H", "C", "N", "O", "O", "H", "H", "H", "C", "N", "O", "O", "H", "H", "H"], "positions_angstrom": [[3.08456, -0.62035, 0.78772], [2.38744, 0.12677, -0.36508], [0.98249, -0.41376, -0.58163], [0.06280, 0.51352, -1.36998], [-0.16207, 1.88567, -0.74393], [-1.46871, 2.04259, 0.06342], [-1.92014, 0.59104, 1.18715], [-2.80315, -1.22294, 0.26821], [-1.52691, -2.43196, -0.25287], [-3.80727, -0.77478, -1.20341], [4.15036, -0.66986, 0.59111], [2.98555, -0.05108, 1.70424], [2.65874, -1.60763, 0.90326], [2.94725, 0.01486, -1.28662], [2.38263, 1.18545, -0.12807], [1.08826, -1.31204, -1.18419], [0.52261, -0.73286, 0.34883], [0.55692, 0.67168, -2.32777], [-0.87808, 0.02542, -1.60775], [0.66388, 2.20605, -0.12108], [-0.20884, 2.60040, -1.55929], [-2.28101, 2.32908, -0.59674], [-1.32883, 2.89218, 0.72828], [-0.76057, 0.24146, 2.04106], [-2.96232, 1.09254, 2.11716], [-2.02403, -3.38864, -0.36442], [-1.05472, -2.21638, -1.20464], [-0.78272, -2.55133, 0.51980], [-4.59017, -0.08942, -0.91408], [-4.30215, -1.68643, -1.52053], [-3.24734, -0.40687, -2.05838], [2.64881, -4.56525, 2.18019], [1.59887, -3.90234, 1.36646], [1.83848, -3.65095, 0.19971], [0.54810, -3.64505, 1.92924], [3.51658, -4.72718, 1.55065], [2.88044, -3.90402, 3.00824], [2.23912, -5.50380, 2.53852], [1.05331, -5.89027, 6.40128], [1.28711, -6.77558, 5.22684], [1.99778, -6.34634, 4.33200], [0.75083, -7.86161, 5.23460], [1.59056, -4.96226, 6.24467], [-0.01660, -5.72056, 6.46819], [1.41492, -6.41662, 7.27902], [3.39339, -0.43334, 4.90268], [2.29966, -1.41436, 5.14761], [1.17135, -0.99001, 5.27336], [2.62145, -2.58910, 5.20697], [2.96478, 0.56099, 4.87439], [4.10537, -0.53138, 5.71623], [3.85629, -0.68737, 3.95383], [-7.32295, -1.35378, -2.01353], [-8.63019, -1.58463, -2.69049], [-8.69896, -1.35458, -3.88235], [-9.54102, -1.98975, -1.99553], [-6.61317, -0.99696, -2.74986], [-7.48596, -0.61580, -1.23428], [-7.00534, -2.30001, -1.58668], [0.58982, 5.10608, -3.56954], [1.17898, 5.85752, -2.42862], [1.69006, 5.22455, -1.52718], [1.11607, 7.07334, -2.48561], [0.72738, 4.04589, -3.39306], [-0.46381, 5.36290, -3.62365], [1.11035, 5.42935, -4.46467], [2.92536, 8.04257, -5.93537], [1.82196, 7.25586, -6.55244], [0.98283, 7.85236, -7.19085], [1.83591, 6.04904, -6.36523], [2.77987, 9.08638, -6.18378], [2.87588, 7.88133, -4.86190], [3.85893, 7.66397, -6.33980]], "lowdin_charge": [-0.087, -0.233, -0.251, -0.222, -0.263, -0.358, 0.474, 0.684, -0.362, -0.375, 0.071, 0.056, 0.037, 0.108, 0.091, 0.104, 0.061, 0.109, 0.072, 0.092, 0.081, 0.062, 0.057, -0.048, -0.071, 0.030, 0.027, -0.014, 0.018, 0.011, 0.027, 0.049, -0.427, 0.053, 0.056, 0.100, 0.082, 0.069, 0.058, -0.425, 0.033, 0.081, 0.079, 0.104, 0.101, 0.048, -0.439, 0.082, 0.037, 0.097, 0.100, 0.087, 0.027, -0.453, 0.066, 0.063, 0.087, 0.101, 0.100, 0.051, -0.445, 0.066, 0.047, 0.086, 0.107, 0.060, 0.053, -0.436, 0.085, 0.030, 0.096, 0.093, 0.102]}

(2)
{"formula": "C4H4OS2", "method": "the ωB97M-V functional and the def2-TZVPD basis", "orbital_gap_ha": 0.292, "e_above_lowest_kj_mol": 101.5, "symbols": ["C", "C", "C", "S", "C", "O", "S", "H", "H", "H", "H"], "positions_angstrom": [[-0.20430, -1.99612, 1.23767], [0.00952, -0.92588, 0.46856], [0.60169, -1.18389, -0.87078], [1.32489, -0.08296, -1.90464], [-0.35333, 0.39643, 1.05127], [-0.12787, 0.67148, 2.22354], [-1.24589, 1.50760, 0.02840], [-0.62442, -1.89125, 2.23061], [0.07222, -2.99519, 0.94163], [0.60117, -2.25811, -1.16206], [-0.61134, 1.23526, -1.09890]], "lowdin_charge": [0.122, -0.362, -0.571, 0.676, -0.771, 0.019, 0.858, 0.090, 0.080, 0.066, -0.206]}

(3)
{"formula": "C5H11N2", "method": "the ωB97M-V functional and the def2-TZVPD basis", "orbital_gap_ha": 0.392, "charge": 1, "e_above_lowest_kj_mol": 186.2, "symbols": ["C", "C", "N", "H", "H", "H", "H", "H", "H", "C", "C", "C", "N", "H", "H", "H", "H", "H"], "positions_angstrom": [[-0.38671, -1.89751, -0.81199], [-1.13100, -2.93111, -1.12190], [-0.32188, -1.32836, 0.53039], [0.22787, -1.36546, -1.52069], [-1.13273, -3.33352, -2.12218], [-1.75812, -3.46188, -0.41545], [-0.97557, -1.80104, 1.15674], [0.59114, -1.57381, 0.92681], [-0.38686, -0.17354, 0.59737], [1.12105, 1.62678, 0.92971], [1.98371, 1.97401, -0.00626], [-1.00752, 2.17373, 0.16142], [-0.23765, 1.29641, 0.65045], [1.40654, 1.46006, 1.95915], [1.67578, 2.03555, -1.04636], [3.00873, 2.21683, 0.21665], [-2.03993, 1.90653, -0.04738], [-0.63687, 3.17634, -0.03647]], "lowdin_charge": [-0.174, 0.064, 0.124, 0.119, 0.080, 0.081, 0.155, 0.157, 0.092, -0.215, 0.052, 0.069, -0.071, 0.115, 0.076, 0.070, 0.098, 0.108]}

(4)
{"formula": "C7H14F6MgN2PSe2", "method": "the ωB97M-V functional and the def2-TZVPD basis", "orbital_gap_ha": [0.362, 0.206], "s_squared": 0.7534, "charge": 2, "multiplicity": 2, "e_above_lowest_kj_mol": 27.5, "symbols": ["Mg", "C", "Se", "C", "C", "Se", "C", "H", "H", "H", "H", "H", "H", "H", "H", "H", "H", "N", "C", "C", "C", "N", "H", "H", "H", "H", "F", "P", "F", "F", "F", "F", "F"], "positions_angstrom": [[0.20169, 0.87774, 0.05958], [-0.13103, -3.14483, 2.80764], [1.27643, -2.66592, 1.59593], [0.69141, -3.57451, -0.03382], [-0.49986, -2.99621, -0.78291], [-0.28777, -1.19179, -1.54476], [-2.08498, -1.04058, -2.29122], [-0.02214, -4.20912, 3.03060], [-1.09813, -2.95757, 2.34282], [0.00675, -2.54502, 3.70332], [0.44921, -4.59357, 0.27765], [1.58796, -3.59912, -0.65358], [-1.40826, -3.00310, -0.18296], [-0.65742, -3.63223, -1.65385], [-2.83165, -1.18282, -1.51611], [-2.16915, -1.79198, -3.07104], [-2.17872, -0.05049, -2.72793], [0.73055, 3.68307, -0.82085], [0.68960, 4.55823, -1.82878], [0.12415, 3.91741, -2.91401], [-0.15632, 2.63651, -2.45997], [0.20740, 2.48752, -1.17832], [1.04284, 3.84510, 0.12500], [1.05810, 5.56361, -1.70920], [-0.05713, 4.32705, -3.89127], [-0.60150, 1.81862, -3.00273], [-0.52503, 0.76046, 1.83814], [0.91383, 1.26254, 2.76229], [0.00852, 1.70034, 3.92842], [0.98832, -0.25855, 3.22319], [1.70443, 0.71350, 1.26548], [2.28760, 1.64067, 3.34613], [0.74032, 2.64504, 1.95711]], "lowdin_spin": [0.007, 0.072, 0.750, 0.063, 0.019, 0.015, 0.002, 0.021, 0.012, 0.000, 0.012, 0.002, 0.000, 0.000, 0.000, 0.001, 0.000, 0.000, 0.000, 0.000, 0.000, 0.000, 0.000, 0.000, 0.000, 0.000, 0.001, 0.001, 0.000, 0.014, 0.007, 0.000, 0.000]}

The evaluated M for the records listed, in turn: 542.56, 132.21, 99.16, 453.39 g/mol.
The evaluated DFT total energy for the records listed, in turn: -2418.4790, -1026.3759, -306.3125, -6327.8182 a.u..